No. 1
The molecule C3H8N2S2, computed with the ωB97M-V functional and the def2-TZVPD basis.

Element x y z (Å)
1 C 1.8216 -1.3132 0.2628
2 S 0.2508 -1.2344 -0.5957
3 C -0.4887 0.2809 -0.0018
4 C -1.9154 0.2915 0.5896
5 S -3.2118 -0.2534 -0.4559
6 N 0.0450 1.4316 -0.0089
7 N 1.2288 1.6960 -0.5949
8 H 1.7839 -1.5577 1.3644
9 H 2.3992 -0.4176 0.1202
10 H 2.3264 -2.1311 -0.2461
11 H -1.7951 -0.4010 1.3991
12 H -2.1609 1.3009 0.9210
13 H -3.0261 -1.5814 -0.5435
14 H 1.2836 1.2133 -1.4872
15 H 1.4587 2.6756 -0.7232

Summary:
net charge	0
energy relative to the best compared isomer or geometry (same formula, charge and spin)	40.1	kcal per mole
E_LUMO	0.0278	Eh
2S+1	1
total energy	-27889.95909	eV
Kohn-Sham gap	9.28	eV
HOMO	-8.52	eV
strongest force on any atom	0.048	hartree/bohr

natural (NBO) analysis output, partial charges in e: C -0.75; S 0.18; C 0.04; C -0.58; S -0.01; N -0.25; N -0.64; H 0.22; H 0.24; H 0.23; H 0.22; H 0.26; H 0.13; H 0.35; H 0.37



No. 2
A 3-piece molecular cluster, C2N4 overall, computed with the ωB97M-V functional and the def2-TZVPD basis.

Element x y z (Å)
1 C -0.4052 0.5577 -0.6779
2 C 1.3745 1.4755 -0.0069
3 N -1.2094 0.0895 -1.2829
4 N 2.4481 1.8115 0.0966
5 N -1.4463 -2.0929 1.0463
6 N -0.4366 -2.1978 1.4624

Summary:
net charge	0
energy relative to the best compared isomer or geometry (same formula, charge and spin)	94.1	kcal per mole
E_LUMO	-0.1282	Eh
2S+1	1
total energy	-8029.52980	eV
Kohn-Sham gap	10.36	eV
HOMO	-13.85	eV
strongest force on any atom	0.222	hartree/bohr

natural (NBO) analysis output, partial charges in e: C 0.34; C 0.33; N -0.34; N -0.33; N 0.01; N -0.01



No. 3
C34H30N6OPRe as an isolated structure, computed with the ωB97M-V functional and the def2-TZVPD basis.

Element x y z (Å)
1 Re -0.6985 1.1029 0.2991
2 N -3.2702 -2.4213 -0.0856
3 C -2.5034 -1.3960 -0.3728
4 N -1.8732 -0.6716 0.5332
5 C -1.9799 -1.0367 1.8922
6 N -1.3152 -0.4017 2.8049
7 N -0.5393 0.5998 2.2904
8 C 0.2412 1.2612 3.0681
9 C 1.0577 2.2684 2.4187
10 C 1.9800 3.0443 3.0975
11 C 2.7241 3.9823 2.3944
12 C 2.5201 4.1053 1.0302
13 C 1.5901 3.2884 0.4084
14 N 0.8615 2.3862 1.0748
15 C -2.8311 -2.1500 2.2491
16 C -3.0223 -2.5500 3.5764
17 C -3.8495 -3.6163 3.8544
18 C -4.4963 -4.3006 2.8218
19 C -4.3202 -3.9238 1.5041
20 C -3.4875 -2.8489 1.2323
21 H -3.7236 -2.9181 -0.8419
22 H -2.3839 -1.1458 -1.4204
23 H 0.2866 1.0456 4.1297
24 H 2.1087 2.9118 4.1635
25 H 3.4483 4.6023 2.9054
26 H 3.0761 4.8187 0.4381
27 H 1.4303 3.3526 -0.6584
28 H -2.5215 -2.0125 4.3686
29 H -4.0033 -3.9257 4.8788
30 H -5.1452 -5.1341 3.0543
31 H -4.8230 -4.4514 0.7032
32 N -1.4306 1.4934 -1.8099
33 C -1.0107 0.5434 -2.8517
34 C -1.7274 0.4171 -4.0279
35 C -1.2395 -0.4280 -5.0184
36 C -0.0413 -1.1082 -4.8400
37 C 0.6697 -0.9719 -3.6573
38 C 0.1689 -0.1624 -2.6392
39 P 0.9794 0.0635 -1.0454
40 C 1.0775 -1.5250 -0.1803
41 C 1.5885 -1.5446 1.1198
42 C 1.6056 -2.7265 1.8435
43 C 1.1055 -3.8923 1.2785
44 C 0.5974 -3.8794 -0.0154
45 C 0.5818 -2.7011 -0.7463
46 C 2.6207 0.6968 -1.3917
47 C 2.7334 1.7047 -2.3560
48 C 3.9752 2.2270 -2.6706
49 C 5.1106 1.7436 -2.0278
50 C 5.0042 0.7336 -1.0829
51 C 3.7615 0.2036 -0.7616
52 H -1.1114 2.4172 -2.1045
53 H -2.4490 1.5734 -1.8257
54 H -2.6373 0.9828 -4.1927
55 H -1.7875 -0.5354 -5.9449
56 H 0.3405 -1.7427 -5.6283
57 H 1.6092 -1.4954 -3.5254
58 H 1.9899 -0.6395 1.5641
59 H 2.0158 -2.7418 2.8444
60 H 1.1259 -4.8163 1.8408
61 H 0.2330 -4.7956 -0.4611
62 H 0.1972 -2.7059 -1.7582
63 H 1.8580 2.0556 -2.8956
64 H 4.0656 2.9929 -3.4292
65 H 6.0830 2.1435 -2.2824
66 H 5.8919 0.3420 -0.6048
67 H 3.6959 -0.6029 -0.0441
68 C -1.8195 4.2380 0.4892
69 C -1.7835 2.7665 0.5712
70 O -2.6227 1.9838 0.9803
71 H -1.9492 4.6286 1.5036
72 H -2.6994 4.5502 -0.0793
73 H -0.9146 4.6481 0.0504

Summary:
net charge	+3
energy relative to the best compared isomer or geometry (same formula, charge and spin)	0.0	kcal per mole
E_LUMO (alpha / beta)	-0.3453 / -0.3738	Eh
2S+1	2
total energy	-58129.16738	eV
Kohn-Sham gap (alpha / beta)	7.19 / 6.40	eV
HOMO (alpha / beta)	-16.58 / -16.57	eV
strongest force on any atom	0.020	hartree/bohr
expectation value of S²	0.759

Mulliken analysis output, partial charges in e: Re 1.91; N 0.27; C -0.46; N -0.20; C 0.44; N -1.74; N 1.17; C -0.53; C 0.87; C -0.91; C -0.58; C -0.97; C -0.28; N 0.14; C 0.91; C -0.53; C -0.84; C -0.50; C -1.00; C 0.04; H 0.34; H 0.48; H 0.53; H 0.57; H 0.49; H 0.51; H 0.66; H 0.51; H 0.48; H 0.45; H 0.46; N -0.47; C -0.70; C -0.45; C -0.76; C -0.85; C -0.25; C 0.07; P 1.36; C 0.74; C -0.50; C -0.96; C -0.82; C -0.79; C -0.76; C 0.89; C -0.60; C -0.86; C -0.65; C -0.84; C -0.56; H 0.40; H 0.52; H 0.51; H 0.48; H 0.51; H 0.59; H 0.51; H 0.49; H 0.49; H 0.52; H 0.48; H 0.42; H 0.49; H 0.47; H 0.49; H 0.48; C -1.24; C 0.76; O -0.39; H 0.39; H 0.44; H 0.29



No. 4
The molecule C17H22ClN3O2, computed with the ωB97M-V functional and the def2-TZVPD basis.

Element x y z (Å)
1 C 6.8992 2.3727 -0.8033
2 C 6.5165 1.1308 -0.0061
3 N 5.0876 1.0723 0.2554
4 C 4.3104 0.7389 -0.9218
5 C 2.8168 0.8652 -0.6054
6 N 2.4737 -0.0149 0.4859
7 C 1.7266 -1.1406 0.4507
8 O 1.6462 -1.8875 1.4056
9 C 0.9436 -1.4042 -0.8454
10 C 0.2063 -2.7376 -0.7574
11 C -1.2389 -2.3937 -0.4622
12 O -2.1102 -3.1876 -0.2057
13 N -1.3842 -1.0352 -0.5654
14 C -2.5594 -0.3128 -0.3359
15 C -2.7028 0.9793 -0.8431
16 C -3.8550 1.7066 -0.6091
17 C -4.8796 1.1491 0.1355
18 Cl -6.3208 2.0594 0.4276
19 C -4.7549 -0.1329 0.6465
20 C -3.6027 -0.8569 0.4149
21 C -0.1825 -0.3701 -1.0255
22 C 3.2711 0.2704 1.6633
23 C 4.7566 0.1530 1.3302
24 H 6.5651 2.3087 -1.8354
25 H 7.9800 2.4858 -0.8052
26 H 6.4545 3.2519 -0.3458
27 H 7.0182 1.1736 0.9636
28 H 6.8709 0.2244 -0.5283
29 H 4.5605 1.4339 -1.7237
30 H 4.5220 -0.2906 -1.2699
31 H 2.2299 0.6500 -1.4953
32 H 2.6151 1.8953 -0.2902
33 H 1.6381 -1.3915 -1.6872
34 H 0.2579 -3.3143 -1.6809
35 H 0.5951 -3.3509 0.0577
36 H -1.9235 1.4322 -1.4348
37 H -3.9559 2.7039 -1.0078
38 H -5.5547 -0.5631 1.2280
39 H -3.5113 -1.8543 0.8093
40 H -0.2855 -0.0894 -2.0825
41 H -0.0106 0.5339 -0.4339
42 H 2.9938 -0.4409 2.4414
43 H 3.0520 1.2897 1.9954
44 H 5.3432 0.4165 2.2123
45 H 4.9845 -0.8935 1.0584

Summary:
net charge	0
energy relative to the best compared isomer or geometry (same formula, charge and spin)	0.0	kcal per mole
E_LUMO	0.0156	Eh
2S+1	1
total energy	-39074.99836	eV
Kohn-Sham gap	8.82	eV
HOMO	-8.39	eV
strongest force on any atom	0.009	hartree/bohr

natural (NBO) analysis output, partial charges in e: C -0.61; C -0.21; N -0.44; C -0.23; C -0.22; N -0.44; C 0.69; O -0.63; C -0.31; C -0.51; C 0.70; O -0.59; N -0.46; C 0.23; C -0.27; C -0.21; C -0.06; Cl 0.00; C -0.21; C -0.23; C -0.20; C -0.23; C -0.23; H 0.20; H 0.22; H 0.21; H 0.20; H 0.16; H 0.21; H 0.16; H 0.21; H 0.20; H 0.23; H 0.24; H 0.28; H 0.21; H 0.23; H 0.23; H 0.26; H 0.19; H 0.21; H 0.25; H 0.20; H 0.21; H 0.17



No. 5
C19H17N3O2SV as an isolated structure, computed with the ωB97M-V functional and the def2-TZVPD basis.

Element x y z (Å)
1 V 0.0743 1.0265 0.0842
2 C 1.7123 4.6551 -0.8009
3 C 1.5723 3.1693 -0.9233
4 O 0.7410 2.5199 -0.1983
5 C 2.3320 2.4347 -1.8325
6 C 2.1904 1.0527 -1.9445
7 C 2.9129 0.3045 -3.0118
8 N 1.3538 0.3515 -1.1544
9 N 1.2739 -0.9515 -1.4080
10 C 0.2132 -1.4710 -0.8234
11 O -0.4663 -0.6481 -0.0982
12 C -0.1661 -2.8497 -1.1017
13 C -1.4672 -3.2967 -0.8575
14 C -1.8280 -4.5872 -1.1950
15 C -0.9055 -5.4456 -1.7732
16 C 0.3890 -5.0083 -2.0136
17 C 0.7575 -3.7176 -1.6947
18 H 1.0609 5.1540 -1.5203
19 H 1.4331 4.9872 0.1975
20 H 2.7360 4.9489 -1.0157
21 H 3.0093 2.9567 -2.4907
22 H 3.5779 0.9532 -3.5699
23 H 3.4745 -0.5216 -2.5799
24 H 2.1764 -0.1305 -3.6877
25 H -2.1936 -2.6265 -0.4190
26 H -2.8340 -4.9306 -1.0140
27 H -1.1906 -6.4556 -2.0240
28 H 1.1108 -5.6765 -2.4560
29 H 1.7548 -3.3575 -1.8913
30 S 0.2970 0.7721 4.5689
31 C 0.9335 0.6571 2.9794
32 N 0.0827 0.8493 2.0138
33 C -1.1811 1.1144 2.4826
34 C -2.3111 1.3758 1.7032
35 C -3.5105 1.6086 2.3431
36 C -3.5946 1.5887 3.7374
37 C -2.4853 1.3466 4.5215
38 C -1.2741 1.1086 3.8859
39 H 1.9739 0.4357 2.7983
40 H -2.2360 1.3820 0.6098
41 H -4.4003 1.8115 1.7679
42 H -4.5476 1.7667 4.2097
43 H -2.5514 1.3430 5.5965

Summary:
net charge	+1
energy relative to the best compared isomer or geometry (same formula, charge and spin)	0.0	kcal per mole
E_LUMO (alpha / beta)	-0.1294 / -0.1342	Eh
2S+1	3
total energy	-65061.43656	eV
Kohn-Sham gap (alpha / beta)	7.14 / 7.06	eV
HOMO (alpha / beta)	-10.66 / -10.71	eV
strongest force on any atom	0.100	hartree/bohr
expectation value of S²	2.025

natural (NBO) analysis output, partial charges in e: V 1.35; C -0.68; C 0.47; O -0.60; C -0.40; C 0.33; C -0.66; N -0.37; N -0.39; C 0.55; O -0.69; C -0.08; C -0.18; C -0.21; C -0.18; C -0.21; C -0.17; H 0.25; H 0.24; H 0.25; H 0.24; H 0.23; H 0.26; H 0.26; H 0.22; H 0.22; H 0.22; H 0.22; H 0.23; S 0.52; C -0.05; N -0.52; C 0.16; C -0.25; C -0.16; C -0.18; C -0.18; C -0.23; H 0.25; H 0.21; H 0.24; H 0.24; H 0.24



No. 6
A 3-piece molecular cluster, C38H62F8N4O7S overall, computed with the ωB97M-V functional and the def2-TZVPD basis.

Element x y z (Å)
1 C -1.8844 -6.8125 2.1566
2 C -3.3328 -6.3376 2.3415
3 S -3.5216 -4.5198 2.3364
4 C -2.8661 -4.0087 0.7154
5 C -1.6562 -3.1086 0.8010
6 C -0.5474 -3.4842 1.4347
7 C 0.5832 -2.6609 1.4912
8 C 0.5673 -1.4639 0.9051
9 C 1.7998 -0.5990 0.9288
10 C 2.4176 -0.3841 2.3234
11 O 1.4784 -0.2886 3.3753
12 C 0.6391 0.8285 3.3077
13 C 1.0296 1.9886 4.2256
14 F 0.2162 3.0405 3.8958
15 F 0.7676 1.6898 5.5048
16 C 2.4697 2.5315 4.1369
17 F 2.5981 3.4558 5.1367
18 F 3.3657 1.5915 4.4174
19 C 2.8070 3.3064 2.8415
20 F 2.3063 2.7293 1.7354
21 F 4.1472 3.2727 2.7122
22 C 2.3519 4.8130 2.8786
23 F 3.4183 5.6071 3.0047
24 F 1.7627 5.0930 1.6936
25 C -0.5865 -1.0175 0.2366
26 N -0.5627 0.2174 -0.3574
27 C -1.6828 0.5495 -0.9236
28 C -2.8348 -0.2602 -0.9447
29 C -4.0837 0.2650 -1.5942
30 C -4.6002 1.4662 -0.7443
31 C -6.1296 1.5520 -0.7555
32 C -6.6738 2.5079 0.3227
33 C -7.1594 1.7932 1.6096
34 C -8.6073 2.1742 1.9628
35 O -8.8225 2.3558 3.3634
36 C -8.9753 1.2335 4.1210
37 C -9.1051 -0.1529 3.5076
38 O -9.0581 1.3638 5.3306
39 N -2.8676 -1.4498 -0.4202
40 C -1.7035 -1.8391 0.1947
41 H -1.8856 -7.8761 1.9118
42 H -1.3559 -6.6992 3.1011
43 H -1.3797 -6.2880 1.3526
44 H -3.9232 -6.7604 1.5308
45 H -3.6897 -6.6673 3.3122
46 H -3.6723 -3.5325 0.1723
47 H -2.5857 -4.8932 0.1408
48 H -0.4809 -4.4482 1.9157
49 H 1.4575 -3.0214 2.0136
50 H 1.6566 0.3764 0.4742
51 H 2.5653 -1.0895 0.3206
52 H 3.0388 -1.2487 2.5565
53 H 3.1105 0.4564 2.2541
54 H -0.3420 0.5048 3.6628
55 H 0.4777 1.2288 2.3041
56 H 1.6076 5.0180 3.6430
57 H -1.7414 1.5185 -1.3956
58 H -4.8444 -0.5062 -1.5104
59 H -3.9136 0.5478 -2.6316
60 H -4.1128 2.3830 -1.0779
61 H -4.2843 1.2762 0.2861
62 H -6.5155 0.5429 -0.6202
63 H -6.4229 1.9367 -1.7338
64 H -5.9411 3.2846 0.5354
65 H -7.5354 3.0108 -0.1234
66 H -7.0968 0.7216 1.4285
67 H -6.5226 2.1155 2.4306
68 H -9.3369 1.5152 1.4915
69 H -8.7702 3.1539 1.5178
70 H -8.8345 -0.8467 4.2941
71 H -8.5020 -0.3247 2.6242
72 H -10.1635 -0.3294 3.3165
73 C 8.0240 0.6539 1.3246
74 O 8.6354 -0.3240 0.5024
75 C 9.4257 -1.2636 1.2230
76 C 8.8200 -2.6482 1.1251
77 N 7.5726 -2.7219 1.8760
78 C 6.8064 -3.9437 1.6504
79 C 6.2298 -4.1726 0.2555
80 O 5.2212 -3.2459 -0.1071
81 C 5.6906 -2.0522 -0.7115
82 H 7.5171 1.3643 0.6734
83 H 7.2834 0.2068 1.9964
84 H 8.7703 1.1944 1.9141
85 H 9.5570 -0.9645 2.2665
86 H 10.4146 -1.2796 0.7550
87 H 9.5254 -3.3812 1.5266
88 H 8.6654 -2.8672 0.0598
89 H 6.9956 -1.9302 1.6230
90 H 5.9701 -3.9271 2.3541
91 H 7.4268 -4.8042 1.9202
92 H 5.7430 -5.1519 0.2645
93 H 7.0042 -4.2244 -0.5184
94 H 6.6000 -2.2137 -1.2947
95 H 5.8616 -1.2765 0.0402
96 H 4.9087 -1.6918 -1.3815
97 C -0.0692 4.7509 -7.4511
98 O -0.4367 3.4042 -7.6867
99 C 0.6711 2.5108 -7.7373
100 C 0.6151 1.5332 -6.5823
101 N 0.8800 2.2065 -5.3163
102 C 0.6193 1.3844 -4.1377
103 C -0.8237 0.9712 -3.8665
104 O -1.6784 2.0569 -3.5373
105 C -2.2800 2.7151 -4.6411
106 H -0.9721 5.3563 -7.5139
107 H 0.3680 4.8789 -6.4552
108 H 0.6386 5.1034 -8.2071
109 H 1.6228 3.0487 -7.7520
110 H 0.5911 1.9512 -8.6740
111 H 1.3627 0.7498 -6.7354
112 H -0.3794 1.0664 -6.5922
113 H 0.3043 3.0366 -5.2634
114 H 0.9679 1.9525 -3.2712
115 H 1.2381 0.4834 -4.1921
116 H -0.8071 0.3236 -2.9965
117 H -1.2534 0.3745 -4.6795
118 H -2.4650 2.0335 -5.4742
119 H -1.6718 3.5572 -4.9788
120 H -3.2363 3.1175 -4.3031

Summary:
net charge	0
E_LUMO	-0.0016	Eh
2S+1	1
total energy	-93276.68667	eV
Kohn-Sham gap	8.26	eV
HOMO	-8.30	eV
strongest force on any atom	0.041	hartree/bohr

Results of the Mulliken charge analysis, in e, for atoms 1 through 99: C -1.05; C -0.37; S -0.12; C -1.16; C 0.89; C -0.21; C -0.48; C 0.82; C -1.05; C -0.11; O -0.51; C -0.79; C 1.03; F -0.34; F -0.34; C 0.36; F -0.34; F -0.26; C 0.71; F -0.16; F -0.35; C 0.10; F -0.28; F -0.28; C -0.79; N -0.12; C -1.56; C 0.99; C -0.78; C -0.78; C -0.90; C -0.85; C -0.25; C -0.84; O -0.40; C 0.69; C -0.81; O -0.57; N -0.51; C -0.07; H 0.37; H 0.26; H 0.31; H 0.30; H 0.33; H 0.36; H 0.42; H 0.16; H 0.52; H 0.45; H 0.18; H 0.57; H 0.08; H 0.48; H 0.23; H 0.32; H 1.06; H 0.47; H 0.23; H 0.34; H 0.51; H 0.38; H 0.37; H 0.36; H 0.52; H 0.28; H 0.27; H 0.30; H 0.51; H 0.31; H 0.29; H 0.26; C -0.74; O -0.36; C -0.80; C -0.20; N -0.26; C -0.76; C -0.48; O -0.36; C -0.57; H 0.23; H 0.30; H 0.39; H 0.40; H 0.39; H 0.40; H 0.20; H 0.00; H 0.35; H 0.43; H 0.34; H 0.36; H 0.34; H 0.12; H 0.28; C -0.73; O -0.34; C -0.83